ORCA calculation (wB97M-V/def2-TZVPD) on 25 unconnected molecules or ions with the total composition C66H191N9O25 in a non-equilibrium geometry.

Geometry as XYZ:
```
291
Properties=species:S:1:pos:R:3
C 3.502 5.030 -1.521
C 4.884 4.572 -1.873
C 5.894 4.898 -0.670
O 4.824 3.144 -2.106
H 3.184 4.481 -0.627
H 2.805 4.918 -2.345
H 3.621 6.066 -1.202
H 5.232 5.044 -2.788
H 6.919 4.549 -0.886
H 5.572 4.412 0.255
H 5.953 5.974 -0.491
H 5.738 2.799 -2.107
C -5.123 -1.403 -0.643
C -6.018 -1.832 -1.770
C -7.090 -2.811 -1.243
O -6.665 -0.683 -2.282
H -4.694 -2.280 -0.170
H -5.704 -0.721 0.012
H -4.305 -0.780 -1.025
H -5.429 -2.332 -2.545
H -7.961 -2.977 -1.920
H -7.554 -2.365 -0.329
H -6.692 -3.798 -0.943
H -5.998 -0.070 -2.636
C -0.929 3.328 4.705
C -0.133 2.560 5.690
C 0.621 1.407 4.984
O 0.763 3.548 6.174
H -0.298 3.716 3.914
H -1.412 4.171 5.226
H -1.763 2.745 4.388
H -0.797 2.195 6.490
H 0.985 0.685 5.727
H 1.485 1.854 4.539
H -0.054 0.908 4.276
H 1.364 3.084 6.776
C -5.498 2.691 -2.675
C -4.232 2.106 -3.095
C -3.116 2.218 -2.068
O -4.519 0.714 -3.328
H -6.312 2.554 -3.413
H -5.516 3.765 -2.504
H -5.828 2.145 -1.797
H -3.914 2.605 -4.062
H -3.391 1.566 -1.253
H -2.935 3.244 -1.738
H -2.296 1.850 -2.666
H -3.776 0.403 -3.890
C -5.527 -5.049 -4.082
C -4.843 -5.999 -5.053
C -5.581 -7.358 -5.255
O -4.602 -5.392 -6.283
H -5.055 -4.066 -4.248
H -5.443 -5.341 -3.022
H -6.612 -4.914 -4.248
H -3.871 -6.257 -4.639
H -5.388 -8.003 -4.357
H -5.175 -7.832 -6.162
H -6.657 -7.203 -5.393
H -5.438 -5.120 -6.664
C -0.914 -1.358 -4.308
C -1.027 0.098 -4.793
C -0.068 0.417 -5.898
O -2.326 0.432 -5.200
H -1.257 -2.070 -5.068
H -1.578 -1.523 -3.449
H 0.074 -1.698 -4.033
H -0.806 0.754 -3.947
H 0.969 0.277 -5.564
H -0.307 1.430 -6.229
H -0.220 -0.189 -6.793
H -2.506 0.186 -6.096
C 0.211 5.143 0.859
C -1.116 4.730 0.274
C -2.151 4.414 1.312
O -1.675 5.806 -0.474
H 0.016 5.959 1.568
H 0.850 5.395 -0.005
H 0.776 4.384 1.368
H -1.002 3.921 -0.463
H -1.828 3.496 1.803
H -3.141 4.326 0.798
H -2.278 5.218 2.053
H -0.959 6.146 -1.068
C 2.448 -0.928 3.895
O 2.112 -2.027 4.778
H 1.568 -0.408 3.585
H 3.103 -0.157 4.337
H 2.981 -1.304 3.013
H 2.852 -2.642 4.804
C -4.311 -3.537 4.327
O -4.497 -4.782 3.709
H -5.126 -3.163 4.957
H -3.431 -3.524 4.960
H -4.197 -2.807 3.501
H -4.397 -5.463 4.357
C 2.710 3.163 -4.782
O 3.259 2.076 -4.054
H 1.911 3.675 -4.207
H 3.417 3.860 -5.232
H 2.204 2.630 -5.576
H 3.804 2.401 -3.318
C -2.321 -5.439 1.347
O -2.501 -4.906 0.028
H -2.605 -6.487 1.366
H -1.234 -5.327 1.488
H -2.892 -4.924 2.112
H -3.373 -5.101 -0.337
C -1.267 4.378 -3.708
O -0.155 5.131 -4.335
H -1.246 4.527 -2.626
H -2.213 4.747 -4.120
H -1.138 3.317 -3.882
H -0.324 5.027 -5.274
C -1.331 -5.171 -3.531
O -0.656 -4.845 -2.334
H -1.684 -6.212 -3.568
H -2.135 -4.484 -3.816
H -0.611 -5.023 -4.351
H -1.144 -5.121 -1.531
C 4.012 2.395 1.756
O 2.912 1.732 2.357
H 3.863 3.499 1.823
H 4.883 2.188 2.352
H 4.062 2.105 0.690
H 2.236 1.374 1.764
C 7.311 0.605 -1.319
O 7.369 1.894 -1.917
H 7.249 0.708 -0.216
H 6.402 0.144 -1.697
H 8.172 -0.024 -1.604
H 8.088 2.420 -1.522
C -0.559 -3.022 3.152
O -0.706 -2.465 4.426
H -1.554 -3.068 2.701
H 0.105 -2.413 2.518
H -0.228 -4.079 3.132
H 0.166 -2.232 4.756
C 4.137 -0.955 0.062
C 4.375 -2.432 0.538
C 3.009 -3.129 0.482
O 3.140 -4.485 0.786
C 1.998 -5.311 0.669
N 5.358 -3.050 -0.372
H 3.486 -0.437 0.782
H 3.697 -0.849 -0.911
H 5.107 -0.474 0.128
H 4.740 -2.528 1.607
H 2.598 -3.087 -0.562
H 2.322 -2.615 1.205
H 1.172 -4.903 1.281
H 2.277 -6.285 1.084
H 1.634 -5.341 -0.369
H 5.046 -2.955 -1.336
H 5.487 -4.019 -0.106
C 2.770 -11.014 -0.198
C 3.031 -9.887 -1.261
C 2.132 -8.706 -1.026
O 0.803 -9.072 -1.157
C -0.151 -7.992 -1.012
N 4.426 -9.592 -1.267
H 3.164 -10.693 0.763
H 3.259 -11.955 -0.446
H 1.720 -11.226 -0.003
H 2.767 -10.265 -2.253
H 2.351 -7.846 -1.682
H 2.274 -8.348 0.051
H -1.131 -8.413 -1.111
H 0.079 -7.203 -1.741
H -0.063 -7.535 -0.003
H 4.629 -8.861 -1.922
H 4.892 -9.456 -0.392
C -4.071 0.133 4.527
C -3.758 0.011 3.066
C -4.257 1.276 2.309
O -5.659 1.365 2.300
C -6.140 2.521 1.606
N -2.322 -0.127 2.912
H -3.653 -0.694 5.082
H -5.164 0.190 4.586
H -3.702 1.058 4.917
H -4.279 -0.822 2.628
H -3.929 1.212 1.239
H -3.797 2.211 2.734
H -5.650 3.429 1.982
H -7.238 2.596 1.774
H -5.888 2.455 0.528
H -1.996 -0.905 3.476
H -2.122 -0.288 1.936
C 5.367 -0.874 -3.934
C 4.399 -1.398 -5.045
C 3.158 -2.163 -4.519
O 3.631 -3.189 -3.639
C 2.646 -4.130 -3.272
N 3.847 -0.313 -5.933
H 5.915 -1.652 -3.429
H 4.748 -0.297 -3.191
H 6.117 -0.164 -4.383
H 4.881 -2.124 -5.692
H 2.725 -2.555 -5.443
H 2.495 -1.462 -3.968
H 1.778 -3.689 -2.726
H 3.116 -4.851 -2.605
H 2.258 -4.620 -4.141
H 3.619 0.504 -5.335
H 4.549 -0.033 -6.600
C 2.347 10.401 3.053
C 2.442 8.904 2.819
C 2.202 8.029 4.081
O 2.185 6.705 3.632
C 1.838 5.752 4.635
N 1.503 8.630 1.723
H 2.984 10.793 3.855
H 1.350 10.794 3.220
H 2.641 10.801 2.091
H 3.469 8.609 2.555
H 1.265 8.218 4.632
H 3.014 8.199 4.789
H 2.543 5.873 5.486
H 2.014 4.763 4.188
H 0.827 5.927 4.993
H 0.531 8.929 1.891
H 1.529 7.635 1.573
C 0.930 9.395 -3.033
C 0.257 8.460 -2.010
C -1.262 8.570 -2.003
O -1.710 9.841 -2.305
C -1.639 10.793 -1.314
N 0.618 7.027 -2.171
H 0.244 9.482 -3.888
H 1.881 8.932 -3.339
H 1.054 10.409 -2.645
H 0.728 8.687 -1.004
H -1.647 8.177 -1.025
H -1.657 7.919 -2.836
H -1.994 11.717 -1.770
H -0.624 10.919 -0.913
H -2.288 10.482 -0.466
H 1.600 6.938 -1.906
H 0.482 6.682 -3.121
C -5.454 -9.577 -1.675
C -4.822 -8.220 -1.295
C -5.756 -7.518 -0.262
O -5.303 -6.239 0.006
C -6.005 -5.599 1.025
N -3.474 -8.372 -0.871
H -4.822 -10.090 -2.407
H -6.446 -9.536 -2.125
H -5.389 -10.275 -0.813
H -4.840 -7.657 -2.228
H -5.800 -8.208 0.605
H -6.789 -7.455 -0.609
H -6.020 -6.197 1.965
H -7.044 -5.354 0.724
H -5.504 -4.678 1.284
H -3.397 -9.004 -0.100
H -3.175 -7.469 -0.515
C 1.334 2.173 -1.186
C 0.255 1.379 -0.463
C 0.210 -0.117 -0.831
O -0.957 -0.649 -0.286
C -1.121 -2.069 -0.439
N 0.401 1.402 1.036
H 1.210 2.096 -2.271
H 2.351 1.811 -1.101
H 1.387 3.193 -0.852
H -0.742 1.842 -0.662
H 1.127 -0.558 -0.405
H 0.204 -0.236 -1.934
H -0.299 -2.533 0.111
H -1.077 -2.295 -1.477
H -2.078 -2.299 0.034
H 0.090 2.286 1.470
H -0.232 0.698 1.402
C 4.226 2.289 5.876
C 3.908 1.561 7.234
C 5.086 1.318 8.117
O 5.597 2.561 8.476
C 6.714 2.516 9.312
N 2.777 2.304 7.890
H 5.054 1.762 5.392
H 4.599 3.302 5.910
H 3.321 2.305 5.264
H 3.455 0.569 7.026
H 5.841 0.694 7.603
H 4.846 0.708 9.045
H 7.034 3.531 9.436
H 7.530 1.932 8.868
H 6.454 2.015 10.256
H 3.079 3.166 8.378
H 2.336 1.741 8.622
```

The value obtained for the orbital gap is 9.392 eV. As for the LUMO energy: 0.40 eV.



ORCA calculation (wB97M-V/def2-TZVPD) on a molecular structure, C17H23B2F4N10O2Pt.

Geometry as XYZ:
```
59
Properties=species:S:1:pos:R:3
Pt -0.810 -0.667 -0.837
C -1.735 2.049 -2.884
C -0.884 2.251 -1.685
C -0.468 3.433 -1.101
C 0.402 3.084 -0.078
N 0.530 1.755 -0.051
N -0.267 1.233 -1.032
B 1.321 0.757 0.825
N 0.244 0.024 1.698
C -0.074 0.134 2.985
C -1.239 -0.578 3.229
C -1.649 -1.115 2.019
C -2.851 -1.940 1.752
N -0.698 -0.755 1.117
N 1.890 -0.358 -0.135
C 3.150 -0.733 -0.389
C 3.152 -1.658 -1.418
C 1.826 -1.834 -1.797
C 1.260 -2.697 -2.866
N 1.095 -1.020 -1.010
N 2.388 1.335 1.658
C 3.179 0.682 2.566
C 4.022 1.600 3.114
C 3.685 2.830 2.488
C 4.293 4.173 2.720
N 2.707 2.663 1.622
H -1.314 2.615 -3.715
H -2.748 2.409 -2.709
H -1.790 1.004 -3.185
H -0.739 4.429 -1.406
H 0.996 3.684 0.591
H 0.571 0.683 3.654
H -1.731 -0.718 4.177
H -3.061 -2.551 2.628
H -2.704 -2.609 0.907
H -3.714 -1.304 1.564
H 3.965 -0.306 0.173
H 4.010 -2.141 -1.853
H 1.974 -2.775 -3.683
H 0.332 -2.293 -3.272
H 1.067 -3.700 -2.483
H 3.076 -0.378 2.748
H 4.781 1.431 3.859
H 5.116 4.111 3.428
H 3.551 4.867 3.115
H 4.667 4.590 1.785
N -3.393 -2.554 -2.235
N -2.891 -3.667 -1.754
C -1.572 -3.790 -1.091
O -1.223 -4.923 -0.966
O -0.919 -2.728 -0.803
H -3.882 -1.890 -1.595
H -3.891 -2.665 -3.116
H -3.140 -4.531 -2.233
F -4.760 -0.841 -0.506
B -4.080 0.257 -1.054
F -3.866 0.046 -2.393
F -4.513 1.459 -0.689
F -2.642 0.129 -0.399
```

As for the charge: +2. For the energy above the lowest of the compared OMol25 structures with the same formula, charge and spin, the calculation gives 65.34 kJ/mol. The value obtained for the orbital gap (spin up / spin down) is 4.680 / 4.627 eV. As for the LUMO energy (spin up / spin down): -9.89 / -9.94 eV. As for the multiplicity: 2. As for the expectation value of S²: 0.76.



| no. | molar mass (g mol⁻¹) | E_tot (eV) |
| --- | --- | --- |
| 1 | 1511.29 | -136130.5914 |
| 2 | 692.13 | -52457.0644 |